Entry 1:
# C26H57N10O16P2S2Si

A 7-piece molecular cluster, C26H57N10O16P2S2Si overall (the ωB97M-V functional and the def2-TZVPD basis, OMol25).

Element x y z (Å)
C -4.10590 0.38431 0.84955
C -2.78539 1.31100 1.05076
C -2.08494 1.20223 2.48470
N -2.44502 2.09678 0.04643
C -1.00968 2.01019 -0.30465
O -0.56287 3.20807 -1.04045
P 1.09191 2.93299 -1.52831
C 0.82337 3.38881 -3.39863
C -0.28842 4.52618 -3.62392
C -0.08459 5.04970 -5.15830
S -1.44714 6.17084 -5.74673
C -1.06058 7.92565 -5.31274
S -0.24112 8.34088 -3.89086
N -1.48401 9.05234 -6.17606
C -2.06426 10.30881 -5.73120
C -2.31855 11.16339 -7.00035
N -1.91585 10.40997 -8.19379
C -1.41930 9.17247 -7.62423
C 2.92290 2.43739 -2.01510
C 3.70001 1.88658 -0.57185
C 3.22591 0.32530 -0.08438
O 4.65910 0.73675 -0.74279
P 1.94273 4.87534 -1.08244
N 0.98009 6.03785 -0.55776
O 0.77149 1.24643 -1.88812
C -0.46308 0.79984 -1.21972
C -1.33532 0.24861 -2.44483
C -2.49697 -0.79035 -2.04119
O -2.08789 -1.79397 -1.07970
Si -3.13527 -3.17016 -1.04594
C -2.54828 -4.56691 0.16279
C -3.31858 -4.04411 -2.77255
C -4.95870 -2.74462 -0.52318
H -4.72534 0.68957 -0.05616
H -3.71974 -0.68899 0.83411
H -4.70333 0.51402 1.83596
H -0.98590 0.85376 2.35620
H -2.06365 2.20787 3.01675
H -2.58251 0.39479 3.14067
H -0.34486 2.07449 0.62579
H 1.56537 2.57138 -0.18718
H 1.83162 3.84944 -3.74796
H 0.66835 2.45849 -4.05338
H -0.17135 5.45528 -2.97120
H -1.32325 4.02116 -3.52951
H 0.90069 5.65275 -5.25162
H -0.00792 4.19487 -5.91401
H -2.32260 10.66374 -4.67267
H -2.76487 12.20812 -7.04139
H -1.02933 8.33224 -8.28808
H 3.55238 3.33935 -2.33538
H 2.96459 1.54398 -2.72226
H 3.89887 2.70328 0.29133
H 3.02818 0.81669 0.97149
H 3.85597 -0.49188 0.38589
H 2.96410 4.67652 -0.05983
H 2.58965 5.37809 -2.28994
H 0.03578 5.63076 -0.53488
H -0.04749 0.03547 -0.46038
H -0.60423 -0.34403 -3.12306
H -1.72594 1.10793 -3.11473
H -2.81587 -1.32131 -3.02470
H -3.40882 -0.16653 -1.72397
H -2.08023 -5.42268 -0.46324
H -3.51537 -5.02526 0.60792
H -1.85900 -4.19628 0.99526
H -3.91390 -3.30762 -3.42095
H -2.31550 -4.23336 -3.28612
H -3.90731 -5.02449 -2.70793
H -4.97636 -2.46088 0.60083
H -5.61748 -3.67864 -0.61432
H -5.35127 -1.85636 -1.15496
C 2.84220 -3.67873 -0.60615
N 2.27528 -3.86944 0.75448
O 1.09411 -3.61554 0.90780
O 3.04015 -4.26808 1.62138
H 2.05402 -3.32363 -1.26798
H 3.64143 -2.94229 -0.52912
H 3.22297 -4.64318 -0.94143
C 6.00380 -5.01644 2.64990
N 6.94779 -5.92621 1.95015
O 7.91848 -6.32364 2.58015
O 6.68383 -6.21171 0.79333
H 6.36233 -4.85101 3.66453
H 5.97574 -4.07991 2.09398
H 5.02751 -5.50057 2.66016
C 3.47350 -8.53757 2.69259
N 2.88772 -7.18949 2.91049
O 1.81716 -6.94971 2.36951
O 3.52707 -6.41660 3.62062
H 2.80663 -9.11113 2.05079
H 4.44187 -8.40114 2.21721
H 3.57398 -9.01279 3.66647
C -2.33497 3.68078 6.55720
N -2.63434 2.77087 5.42093
O -3.50845 3.11759 4.63970
O -1.98220 1.74158 5.35369
H -2.98627 4.55070 6.49115
H -2.52064 3.12859 7.47785
H -1.28908 3.97482 6.47594
C 7.00168 -9.05750 5.11480
N 6.73487 -9.99116 3.98965
O 5.85809 -9.67850 3.19724
O 7.41299 -11.00298 3.94052
H 6.32818 -8.20581 5.03156
H 6.82365 -9.60125 6.04205
H 8.03996 -8.73714 5.03655
C -7.01203 1.81531 4.59030
N -7.31012 0.89822 3.45964
O -8.17975 1.24001 2.67402
O -6.65960 -0.13237 3.40105
H -7.66152 2.68591 4.51646
H -7.20125 1.26983 5.51431
H -5.96469 2.10698 4.50967

Forces on atoms 1 to 6 (eV/Å):
0.56 1.60 2.03
-0.88 0.56 -0.94
1.04 -1.23 -0.78
0.70 -3.83 0.20
2.02 2.73 0.43
0.15 -1.14 0.18

Properties
F_max, eV/Å: 6.42
Net charge: -1


Entry 2:
# C26H57N3O7S7

A 10-piece molecular cluster, C26H57N3O7S7 overall (the ωB97M-V functional and the def2-TZVPD basis, OMol25).

Element x y z (Å)
C -0.85029 4.79025 1.72278
S -2.51764 5.47616 1.95721
O -2.53169 5.94192 3.37617
C -2.40391 6.93272 0.87867
H -0.60658 4.71262 0.66452
H -0.85661 3.78655 2.14571
H -0.18142 5.45196 2.26941
H -2.71582 6.73073 -0.14633
H -1.44639 7.44921 0.87197
H -3.19353 7.55710 1.30408
C -2.66660 -0.85364 -0.70009
S -2.47518 -1.61338 -2.32169
O -3.82619 -1.64894 -2.96856
C -2.07170 -3.28537 -1.78547
H -1.80260 -1.15512 -0.10972
H -3.53957 -1.21183 -0.14883
H -2.69862 0.22199 -0.81236
H -1.96653 -3.94721 -2.64175
H -2.88929 -3.63759 -1.15715
H -1.10579 -3.26161 -1.28180
C -3.64118 2.72600 -0.27344
S -2.41986 3.45399 -1.39459
O -1.96931 2.36740 -2.32328
C -3.57386 4.49394 -2.29790
H -4.39983 2.13424 -0.77585
H -4.07611 3.51983 0.34581
H -3.10156 2.19966 0.51971
H -4.38574 3.88816 -2.69824
H -3.10756 5.05911 -3.10941
H -3.98378 5.31623 -1.70340
C 3.52755 -1.25446 -4.24956
S 2.14489 -0.86290 -3.15225
O 2.01879 -2.15985 -2.39335
C 0.80267 -0.76096 -4.33702
H 3.78969 -0.41952 -4.90336
H 3.19622 -2.07892 -4.87783
H 4.35757 -1.46439 -3.58452
H 0.70829 -1.70067 -4.88586
H 1.07938 -0.03105 -5.10670
H -0.15555 -0.43974 -3.93596
C 6.13234 0.01571 1.11944
S 4.56545 0.73850 0.54071
O 4.42008 2.10250 1.13022
C 5.09307 0.98094 -1.16965
H 6.97240 0.70421 1.03114
H 6.35249 -0.89745 0.56935
H 5.94919 -0.18660 2.17348
H 5.52322 0.07155 -1.59128
H 5.90418 1.71498 -1.14254
H 4.32421 1.38914 -1.82418
C 1.37935 -4.72447 -0.08867
S -0.08505 -5.74192 0.13292
O -0.58591 -6.17503 -1.20082
C 0.80920 -7.13922 0.89133
H 1.15905 -3.85000 -0.70165
H 2.20335 -5.30420 -0.50565
H 1.71474 -4.32879 0.87536
H 0.14642 -7.99438 0.98972
H 1.14647 -6.84730 1.88699
H 1.66616 -7.36138 0.25637
C 0.92129 1.61225 -0.33484
S 0.52050 0.75810 1.20315
O -0.98190 0.82145 1.26433
C 1.03238 -0.90557 0.69934
H 0.50592 1.06438 -1.18404
H 1.99440 1.60631 -0.53208
H 0.50488 2.61063 -0.26737
H 0.82970 -1.50186 1.58733
H 2.09790 -0.92199 0.47800
H 0.47407 -1.25091 -0.16937
N 0.71131 -2.93382 4.71603
C 0.15581 -3.57024 3.64108
C -0.17690 -4.82735 4.05296
C 0.13905 -4.96169 5.41999
C 0.71178 -3.76869 5.80636
H 1.11742 -2.01697 4.68600
H 0.03528 -3.12431 2.66954
H -0.63875 -5.61521 3.47679
H -0.11164 -5.81829 6.02075
H 1.07106 -3.40604 6.75409
N -3.07996 -0.25193 2.81836
C -2.91291 -1.39099 3.55702
C -4.16367 -1.89949 3.84528
C -5.11619 -1.02593 3.24823
C -4.41035 -0.02739 2.64024
H -2.29921 0.20615 2.34793
H -1.92839 -1.79834 3.71718
H -4.42867 -2.70300 4.51315
H -6.17927 -1.18471 3.30636
H -4.77857 0.79279 2.04274
N 0.83735 3.73388 -2.81002
C 1.22651 2.97374 -3.87735
C 2.59604 2.97528 -3.90091
C 3.04989 3.87740 -2.89314
C 1.92527 4.32864 -2.24292
H -0.12827 3.79509 -2.53763
H 0.47923 2.42556 -4.42612
H 3.25765 2.53320 -4.63092
H 4.05182 4.15736 -2.61666
H 1.83295 5.04313 -1.44125

Forces on atoms 1 to 6 (eV/Å):
-0.41 0.07 -0.13
0.42 -0.24 0.23
-0.06 0.06 -0.61
-0.45 0.20 0.19
0.02 0.16 -0.03
0.02 0.06 0.15

Properties
F_max, eV/Å: 1.39


Entry 3:
# C26H58F14N3O36S9

C26H58F14N3O36S9 as an isolated structure (the ωB97M-V functional and the def2-TZVPD basis, OMol25).

Element x y z (Å)
C 2.01490 -1.29619 1.50718
F 2.61923 -2.46706 1.66724
F 0.92925 -1.25946 2.29617
F 2.79493 -0.31627 1.94690
S 1.43603 -1.09561 -0.26493
O 2.47948 -0.44571 -0.98552
O 1.11335 -2.43133 -0.69660
N 0.14671 -0.03578 -0.23447
S -1.23114 -0.80947 -0.48734
O -1.44835 -2.10837 0.10016
O -2.28121 0.11456 -0.18496
C -1.24664 -1.04248 -2.36210
F -1.78817 -2.23045 -2.68364
F -2.03808 -0.12024 -2.90100
F -0.04735 -0.89361 -2.91320
C -2.42264 5.14301 -3.13814
F -2.33498 6.27177 -2.42595
F -3.48593 5.28824 -3.95957
F -1.33527 5.03625 -3.88470
S -2.77382 3.64155 -1.98783
O -4.20272 3.45949 -1.97975
O -2.01682 2.60660 -2.62965
N -2.05737 4.12855 -0.51535
S -3.22675 4.19379 0.62748
O -4.11286 3.05662 0.71961
O -2.56267 4.54508 1.85300
C -4.41821 5.66840 0.16764
F -5.63069 5.39330 0.66183
F -3.98764 6.83468 0.65698
F -4.51092 5.79707 -1.15212
N 2.76490 4.12381 0.50849
S 4.08384 5.01577 0.24688
O 5.01700 4.49479 -0.72130
O 4.60028 5.77133 1.34928
F 3.39846 6.13371 -0.69297
S 3.58697 2.78770 1.08443
O 4.30162 2.95732 2.32553
O 4.09669 1.84656 0.14687
F 2.26157 2.10343 1.61298
C -5.13854 0.15882 -2.55148
C -6.53785 -0.01667 -3.18237
C -7.32098 -0.82068 -2.16655
S -7.02822 0.11354 -0.64700
O -7.22346 -0.74107 0.50561
O -7.80489 1.33034 -0.70317
C -5.28782 0.44043 -1.06655
H -4.65133 0.97453 -3.08727
H -4.51066 -0.71206 -2.73184
H -6.52977 -0.46938 -4.17593
H -6.94241 0.98571 -3.34212
H -6.87584 -1.79994 -1.99049
H -8.38577 -0.81882 -2.39585
H -4.72733 -0.29077 -0.47999
H -4.96775 1.39863 -0.64871
C 5.71758 -0.28485 3.45225
C 6.66052 0.61118 4.25055
O 7.87277 -0.14332 4.38199
S 8.01056 -1.33735 3.33621
O 8.11119 -2.53677 4.08911
O 9.01882 -1.11042 2.36766
O 6.55168 -1.16239 2.68750
H 5.21000 0.33461 2.71579
H 5.02794 -0.82872 4.09616
H 6.36236 0.94162 5.23806
H 6.84329 1.47421 3.60573
C -1.25277 -5.75525 0.00895
C -0.26005 -4.94961 0.88060
O 0.12098 -5.82776 1.94226
S -0.15384 -7.35032 1.57135
O -0.59227 -8.03457 2.73008
O 0.92228 -7.90489 0.82375
O -1.40663 -7.03684 0.61477
H -0.98756 -5.79992 -1.04759
H -2.21802 -5.24955 0.02481
H -0.81169 -4.11309 1.29771
H 0.57041 -4.58180 0.28475
C -4.69527 -3.34892 0.17722
C -5.80827 -4.38154 0.14465
O -5.31120 -5.61455 -0.42075
O -4.30304 -2.84944 -1.08306
H -3.81561 -3.62349 0.76272
H -5.19156 -2.50935 0.68121
H -6.64205 -4.00530 -0.44678
H -6.03272 -4.59154 1.18884
H -5.43338 -5.59547 -1.37281
H -4.11178 -3.57698 -1.68382
C 2.72344 -1.34151 -4.44816
C 2.62509 -0.39998 -5.64718
O 1.76663 0.70448 -5.37872
O 3.93318 -2.10542 -4.61488
H 1.83966 -1.95519 -4.28880
H 2.86815 -0.80730 -3.50509
H 2.22827 -0.91140 -6.53223
H 3.62823 -0.04955 -5.88473
H 0.85412 0.40521 -5.42305
H 4.63564 -1.44267 -4.60041
C -3.93868 0.00012 2.80346
C -3.05423 -1.20659 2.95357
O -3.46619 -1.89308 4.18138
O -3.63227 0.98628 3.77743
H -4.99023 -0.26761 2.96706
H -3.80954 0.42739 1.81064
H -1.99945 -0.93700 3.01870
H -3.24504 -1.97743 2.20662
H -2.86627 -2.63475 4.29728
H -3.57920 0.58930 4.65101
C 3.46590 -3.37631 4.90995
C 2.27258 -4.30651 4.77564
O 1.05073 -3.55019 4.74199
O 4.68793 -4.12570 4.99641
H 3.37584 -2.84385 5.85857
H 3.57940 -2.75249 4.02544
H 2.15353 -5.10279 5.51293
H 2.32778 -4.75375 3.77799
H 1.05736 -2.97814 5.51713
H 4.80682 -4.59850 4.16682
C 6.28589 1.05754 -3.54977
C 5.07129 1.54901 -2.79539
O 4.38220 2.49786 -3.62512
O 5.99686 0.11337 -4.63934
H 7.05711 0.60738 -2.92000
H 6.66725 1.90717 -4.12207
H 5.46393 2.06818 -1.92077
H 4.34960 0.81956 -2.41910
H 4.11764 1.97646 -4.39297
H 6.55507 0.35339 -5.37929
C -0.75279 2.13799 2.62988
C 0.07747 3.19271 3.35159
O 0.28670 4.36224 2.56995
O -0.48558 2.18880 1.23583
H -1.80460 2.37633 2.76408
H -0.54499 1.12638 2.99962
H 1.06796 2.84117 3.67786
H -0.49031 3.43318 4.27040
H 0.72055 4.96662 3.17823
H -0.21818 1.31125 0.92964
C 1.38226 3.95874 -2.89260
C 1.49834 2.57855 -2.23924
O 0.48016 2.47935 -1.23892
O 0.75199 4.86888 -2.01804
H 0.88678 3.88185 -3.87261
H 2.40784 4.24238 -3.17191
H 2.47779 2.55751 -1.75227
H 1.45334 1.73506 -2.92978
H 0.40668 1.51986 -1.09405
H 0.62761 5.64462 -2.57430

Forces on atoms 1 to 6 (eV/Å):
-1.15 1.07 0.54
0.28 -0.20 -0.09
-0.13 -0.48 -0.04
0.41 -0.57 -0.50
-0.21 1.23 -1.44
0.57 0.19 0.40

Properties
F_max, eV/Å: 3.91
Net charge: -3


| no. | HOMO energy (eV) | total energy (Eh) |
| --- | --- | --- |
| 1 | -4.85 | -4543.81799 |
| 2 | -7.78 | -4502.88002 |
| 3 | -1.74 | -8880.00178 |